[1]
69
Properties=species:S:1:pos:R:3:forces:R:3:mulliken_charge:R:1 method="wB97M-V/def2-TZVPD" total_charge=0 gap_ev=6.1456 e_homo_ev=-7.29
Ir -2.836602 0.545572 -1.511130 0.03 -0.06 -0.13 1.576
Te -2.929455 2.791655 -2.645402 -0.05 0.06 0.01 0.098
Te -1.010715 2.030028 -4.403115 0.01 -0.01 0.03 -0.236
Te 0.380536 -2.298775 0.097667 0.00 -0.06 0.04 0.070
Se -4.546906 1.001142 -3.240242 -0.05 0.02 0.08 -0.476
Se -0.911472 0.012647 -2.823500 0.10 -0.05 -0.04 -0.317
Si 3.224340 -0.518982 -0.478050 0.01 0.00 -0.01 -0.010
Si 0.014044 -5.490246 -0.765447 0.03 -0.02 -0.01 0.225
O -3.074803 -1.591671 -0.977601 -0.21 0.08 0.07 -0.466
O -0.515845 2.944934 -0.827437 -0.06 -0.02 0.00 -0.605
O 0.029470 0.645052 1.552553 0.07 -0.06 -0.03 -0.583
O -1.626160 0.378742 0.133677 0.13 -0.10 -0.03 -0.877
C -0.031484 -6.155297 0.980368 -0.01 0.02 0.00 -1.021
C 1.191288 -4.038697 -0.879187 0.04 0.10 -0.01 -0.769
C -3.766937 5.057660 0.505417 0.00 -0.01 0.00 -0.855
C 0.564170 -6.837653 -1.946178 -0.02 0.00 0.00 -1.038
C 1.967560 4.898605 1.852606 0.00 0.00 0.00 -0.982
C -1.700591 -4.902043 -1.266963 -0.04 0.00 -0.02 -0.838
C 0.003908 3.223531 2.853565 0.00 0.00 0.02 -0.334
C -2.507090 4.505626 0.335047 0.02 0.00 0.00 -0.236
C -4.769496 4.325619 1.128655 -0.01 -0.01 -0.01 -0.535
C 2.307860 1.069746 -0.848017 0.04 -0.01 0.00 0.340
C 1.842005 4.729837 3.219770 0.00 0.00 0.01 -0.400
C -0.831547 2.658627 0.539643 0.03 0.01 -0.02 3.531
C 0.852001 3.889666 3.718569 0.00 0.01 -0.01 -1.025
C -4.495465 3.047860 1.590627 -0.01 0.01 0.00 -0.968
C 4.902092 -0.104739 0.249937 0.00 -0.03 0.01 -1.072
C -3.233845 2.491208 1.413961 -0.03 -0.03 0.00 0.069
C 2.264024 -1.530276 0.776650 -0.02 0.02 -0.07 -0.995
C 1.111613 4.229642 0.982858 0.00 -0.01 0.00 0.013
C -2.234384 3.209626 0.768365 0.02 0.01 -0.01 -1.089
C -0.775562 1.113790 0.767363 -0.12 0.10 0.05 -0.508
C 3.446437 -1.485983 -2.067452 0.01 -0.01 0.01 -0.967
C 0.131496 3.381843 1.475483 0.01 -0.02 0.01 -0.352
H 2.823075 -2.401416 1.123731 0.01 0.00 0.01 0.655
H 2.142555 -4.265614 -0.392494 -0.03 -0.04 0.03 0.364
H 4.791210 0.460662 1.177824 0.00 0.00 0.00 0.318
H -2.298795 -2.094373 -1.272304 0.08 0.06 0.08 0.114
H -1.696544 -4.511153 -2.288603 0.00 0.02 0.00 0.350
H 2.209955 1.666456 0.061504 -0.05 0.01 0.01 0.166
H 5.472083 -1.009241 0.474445 0.00 0.01 0.00 0.303
H 2.478959 -1.714821 -2.520006 -0.01 0.01 -0.01 0.221
H -2.058405 -4.122593 -0.587358 0.01 -0.04 0.05 0.117
H 3.972245 -2.428362 -1.897443 -0.01 0.00 0.00 0.326
H -2.424758 -5.718561 -1.225320 0.00 -0.01 -0.02 0.377
H 1.211310 4.374550 -0.084173 0.00 0.00 -0.01 0.498
H 2.008807 -0.924285 1.646767 -0.02 0.02 -0.01 0.480
H 4.025570 -0.906096 -2.790019 0.00 0.00 0.00 0.359
H -0.118109 -7.690419 -1.918436 0.00 0.00 0.00 0.303
H 0.746372 3.750949 4.786879 0.00 0.00 0.00 0.406
H -0.728083 -6.992815 1.060881 0.00 0.00 0.00 0.336
H 5.493965 0.499683 -0.441256 0.00 0.00 0.00 0.324
H -3.040961 1.487223 1.770390 0.00 0.02 0.01 0.621
H -0.755696 2.561655 3.250117 0.00 0.01 -0.01 0.387
H 0.600969 -6.472133 -2.974678 0.00 0.00 0.00 0.313
H 2.837007 1.656330 -1.603955 0.00 0.00 0.01 0.545
H 1.560738 -7.200881 -1.686002 0.00 0.00 0.00 0.303
H 2.731483 5.553287 1.452667 0.00 0.00 0.00 0.420
H -5.266059 2.474717 2.090050 0.00 0.00 0.00 0.445
H 1.317431 0.813799 -1.235552 0.00 -0.02 0.00 -0.768
H -3.965356 6.063618 0.157949 0.00 0.00 0.00 0.418
H 1.405355 -3.786841 -1.918403 0.02 -0.01 0.00 0.372
H -1.719608 5.080554 -0.137129 0.00 0.00 -0.01 0.445
H 0.954780 -6.512333 1.285198 0.00 0.00 0.00 0.315
H 2.507279 5.249240 3.897425 0.00 0.00 0.00 0.414
H -5.754480 4.753684 1.261145 0.00 0.00 0.00 0.425
H 0.284828 2.457794 -1.073156 -0.03 0.03 0.02 0.351
H -3.841309 -1.997276 -1.400201 0.06 0.00 -0.09 0.305
H -0.342287 -5.383305 1.686441 0.00 0.00 0.00 0.306


[2]
69
Properties=species:S:1:pos:R:3:forces:R:3:mulliken_charge:R:1 method="wB97M-V/def2-TZVPD" total_charge=0 gap_ev="5.4126 / 5.3648" e_homo_ev="-7.07 / -7.07"
Ir 1.490526 1.566885 1.328273 3.10 -0.26 2.44 1.406
Te 1.979682 -0.811783 0.113074 -0.79 1.48 0.56 -0.124
Te 2.625000 0.974573 3.821419 -0.43 0.62 -1.70 0.118
Te 1.349733 3.206059 4.719800 0.13 -0.40 0.92 0.042
Se 4.233734 1.981058 2.249999 -1.36 -0.43 -0.45 -0.350
Se 0.625919 4.406898 2.736471 0.28 -0.73 -1.28 -0.418
Si 3.899597 0.080493 -2.465075 0.26 -0.05 -0.57 0.115
Si 0.226446 -3.638156 -0.140738 0.04 -0.38 0.09 0.221
O -1.902988 -0.573367 2.895694 -0.45 -0.37 0.20 -0.688
O -0.061127 0.633562 2.752083 0.05 -0.03 -0.35 -0.293
O 2.018604 3.268748 -0.297129 -0.44 -0.30 -0.67 -0.494
O -0.820485 2.001137 0.650736 -0.60 0.11 -0.38 -0.518
C -4.635885 4.004386 3.022510 -0.03 0.01 0.05 -0.447
C 4.918822 -1.460347 -1.991962 -0.43 0.63 -0.10 -1.066
C 0.052297 -1.739599 -0.077665 0.44 -0.56 0.01 0.673
C -1.863017 1.227684 1.263045 0.01 -0.32 0.43 3.944
C -4.131786 -1.318616 -0.362325 -0.05 -0.05 -0.04 -0.977
C -1.492443 -4.415235 -0.417681 0.71 0.37 0.11 -1.097
C -1.241704 0.317869 2.404140 0.13 0.54 -0.56 -1.043
C -3.904405 2.702731 1.145970 0.08 -0.01 0.01 -0.197
C -2.722784 2.572345 3.228663 0.00 -0.11 0.04 -0.063
C -3.831198 -1.164711 -1.705079 0.02 -0.05 -0.19 -0.490
C 1.422314 -4.118750 -1.555017 -0.51 0.29 0.54 -0.887
C -4.785269 3.609206 1.705425 -0.08 0.13 -0.06 -0.920
C -2.526050 0.373458 0.209149 0.08 0.07 -0.16 -1.324
C -3.609325 3.477680 3.782983 0.04 0.05 0.04 -0.949
C 4.641013 1.633252 -1.651266 -0.37 -0.58 -0.15 -0.561
C 2.086226 -0.220338 -1.946007 0.71 0.20 0.40 -0.842
C -3.497490 -0.544199 0.590091 -0.10 -0.11 -0.03 -0.048
C -2.216881 0.518456 -1.138951 0.00 0.12 0.19 -0.121
C 0.977743 -4.191919 1.524024 -0.31 0.28 -0.64 -1.117
C -2.863728 2.174281 1.904751 -0.09 0.04 0.01 -0.636
C 3.864356 0.323096 -4.357999 0.06 -0.10 0.76 -1.091
C -2.871785 -0.244245 -2.090769 -0.06 -0.06 -0.17 -0.751
H 2.376210 -3.605959 -1.449698 0.19 0.05 0.05 0.126
H -1.471251 1.240399 -1.437196 0.04 0.05 -0.01 0.348
H -2.642080 -0.111456 -3.139510 0.03 0.01 -0.05 0.459
H -1.898510 -4.142782 -1.387366 -0.03 0.09 -0.18 0.330
H -3.740152 -0.657813 1.633380 -0.02 0.02 0.06 0.508
H 2.966188 3.439751 -0.236221 -0.07 0.01 0.22 0.303
H -0.431900 -1.325907 -0.955588 0.04 0.13 -0.14 0.086
H 1.091538 -5.270619 1.569458 0.03 -0.20 -0.06 0.375
H -5.593839 4.012248 1.115579 -0.08 0.03 -0.11 0.406
H 4.931305 -1.597626 -0.913389 0.03 -0.02 0.17 0.375
H 1.655303 -1.034894 -2.520151 -0.02 -0.23 -0.05 0.573
H 0.344523 -3.893612 2.354761 -0.16 0.10 0.11 0.354
H 4.521839 -2.367552 -2.438089 -0.15 -0.13 -0.11 0.315
H -0.905880 2.918102 0.948822 0.00 -0.04 0.26 0.297
H 5.689026 1.753287 -1.908277 0.19 -0.09 -0.12 0.410
H 1.466695 0.661742 -2.078738 -0.11 0.13 0.09 0.438
H -4.353445 -1.746028 -2.451439 -0.02 -0.08 -0.05 0.421
H -3.497052 3.773896 4.813394 0.05 0.04 0.15 0.430
H -4.872295 -2.042846 -0.058961 -0.12 -0.05 0.06 0.447
H -1.932239 2.166455 3.844444 0.11 -0.03 -0.02 0.404
H 5.948033 -1.359688 -2.319999 0.21 0.09 -0.09 0.371
H 4.581911 1.583861 -0.566129 -0.04 -0.07 0.18 -0.191
H 1.015198 -3.865465 -2.529357 -0.13 0.07 -0.18 0.323
H -0.544703 -1.466535 0.783718 -0.06 0.08 0.30 -0.601
H 1.567162 4.058490 0.028280 0.13 0.05 0.21 0.222
H 3.456985 -0.540489 -4.874268 -0.08 -0.21 -0.02 0.317
H 4.864480 0.493325 -4.741388 0.25 0.04 -0.07 0.323
H -2.193759 -4.077050 0.338915 -0.09 0.10 0.17 0.328
H -4.031500 2.398859 0.116711 0.00 -0.05 -0.06 0.388
H -5.317857 4.717354 3.457855 -0.12 0.08 0.05 0.406
H 1.617331 -5.186890 -1.549798 0.03 -0.19 0.05 0.390
H 4.123129 2.526434 -1.985437 -0.17 0.16 -0.13 0.248
H -1.442792 -5.499045 -0.368788 0.08 -0.19 0.02 0.386
H 1.959153 -3.747722 1.682712 0.13 0.04 -0.02 0.342
H 3.259583 1.183182 -4.628881 -0.13 0.18 0.01 0.337


Values for energy above the lowest of the compared OMol25 structures with the same formula, charge and spin, kcal/mol, ordered as above
43.3 99.2
Values for strongest force on any atom, eV Å⁻¹, ordered as above
0.23 3.96